11
Properties=species:S:1:pos:R:3:forces:R:3:mulliken_charge:R:1 method="wB97M-V/def2-TZVPD" homo_ev=-10.11 fmax_ha_per_bohr=0.0519 lumo_ev=-0.1 e_above_lowest_kcal_mol=65.6 energy_ha=-322.46974
C -0.48490 1.10825 0.03961 0.04 -0.12 0.33 -1.05
C 0.25274 -0.19776 -0.00290 -0.39 -0.34 -0.37 0.86
C 1.74290 -0.16107 -0.07496 0.97 -2.43 0.26 -0.11
H 0.22940 1.94875 0.16352 -0.59 -0.44 -0.23 0.34
H -1.12793 1.21706 -0.84531 0.30 0.17 0.19 0.29
H -1.15829 1.05957 0.90362 0.07 0.27 -0.13 0.31
H 2.16612 0.85730 -0.28578 0.03 -0.62 0.16 0.25
H -2.03927 -2.10093 0.08746 0.38 0.60 -0.19 0.38
N -0.31900 -1.35667 -0.03618 0.62 1.11 0.14 -0.41
O 2.42389 -1.17918 0.07149 -0.93 2.47 -0.35 -0.46
O -1.68566 -1.19532 -0.02057 -0.50 -0.66 0.19 -0.37